[1]
Formula: CH28O13
Source: the OMol25 dataset
Level of theory: ωB97M-V/def2-TZVPD

The geometry in XYZ format:
```
42
Properties=species:S:1:pos:R:3
O 0.879 -1.818 -2.532
H 0.620 -1.647 -1.514
H 0.311 -2.159 -3.182
H 1.259 -0.930 -2.898
C 0.149 -0.436 0.144
O 0.346 -1.757 0.035
H 0.414 0.197 -0.692
H 0.590 0.211 0.879
H -1.112 -0.337 0.229
O 0.146 -1.657 3.419
H -0.724 -1.652 3.748
H 0.187 -1.528 2.465
O 2.224 0.462 -3.111
H 2.638 0.543 -4.105
H 1.815 1.263 -2.878
O -1.229 2.196 -0.884
H -1.235 1.662 0.005
H -1.835 2.895 -0.669
O -3.344 -1.232 1.417
H -2.821 -1.984 1.214
H -2.936 -0.357 1.359
O -0.222 1.982 3.346
H -0.359 2.856 3.603
H 0.675 1.752 3.284
O -2.423 1.485 1.651
H -1.571 1.338 1.888
H -2.558 2.435 1.991
O 1.159 2.625 -1.968
H 0.257 2.417 -1.728
H 1.589 3.228 -1.347
O -1.860 -3.372 0.641
H -1.067 -2.905 0.492
H -1.910 -3.802 -0.260
O 3.499 1.929 0.501
H 3.599 0.943 0.335
H 2.865 1.756 1.244
O 2.823 -2.309 0.966
H 1.874 -2.160 0.736
H 3.331 -1.800 0.531
O -1.760 -0.426 -2.774
H -1.574 0.573 -2.647
H -2.709 -0.480 -2.933
```

## Properties
Kohn-Sham gap = 8.6 eV


[2]
Formula: CH28O13
Source: the OMol25 dataset
Level of theory: ωB97M-V/def2-TZVPD

The geometry in XYZ format:
```
42
Properties=species:S:1:pos:R:3
C 0.089 2.780 -0.343
O -0.065 2.841 -1.765
H 0.162 3.733 0.177
H -0.744 2.205 0.077
H 0.976 2.169 -0.201
H -0.781 3.454 -1.944
H -0.535 0.654 -2.852
H 0.477 1.685 -3.303
O 0.254 0.748 -3.388
H 2.136 -1.924 -2.701
H 1.893 -0.398 -2.816
O 2.549 -1.057 -2.559
H -0.729 -2.013 -2.595
H -1.040 -1.841 -1.067
O -1.150 -1.454 -1.939
H 2.963 -0.363 -0.817
H 2.576 -0.488 0.652
O 3.159 0.013 0.056
H -1.008 1.917 3.748
H -0.520 1.333 2.548
O -0.157 1.783 3.313
H 1.916 -1.683 2.483
H 1.593 -0.236 2.269
O 1.298 -1.134 1.989
H -3.100 -0.592 3.634
H -2.989 -0.540 2.204
O -2.442 -0.770 2.958
H -2.139 0.908 -1.340
H -3.350 0.273 -1.908
O -3.084 0.847 -1.178
H 2.742 1.332 3.294
H 3.236 0.800 1.845
O 3.089 0.603 2.783
H -4.002 2.030 1.009
H -4.433 0.870 0.331
O -4.415 1.191 1.249
H 0.293 -3.825 0.771
H 0.477 -2.304 0.801
O 0.257 -3.050 0.214
H 2.186 -3.899 -1.829
H 0.918 -3.098 -1.570
O 1.441 -3.501 -2.290
```

## Properties
Kohn-Sham gap = 10.8 eV